No. 1
This record from the OMol25 dataset describes a molecular structure, C4H8N2O2 in a non-equilibrium geometry. The level of theory is wB97M-V/def2-TZVPD.

Element x y z (Å)
H (-2.435, 0.571, 0.630)
H (-1.578, 2.137, 0.852)
H (-0.155, -1.185, 2.179)
C (0.516, -0.559, 0.268)
C (1.913, -1.268, -0.907)
N (-0.341, 0.403, -0.028)
H (0.858, -2.256, 1.253)
O (2.047, -0.654, -1.882)
C (-1.446, 0.936, 0.843)
H (0.779, 1.162, -1.633)
N (0.528, -1.248, 1.374)
H (-1.225, 0.627, 1.908)
C (-0.248, 1.012, -1.317)
O (2.295, -2.265, -0.330)
H (-0.582, 2.097, -1.159)
H (-0.926, 0.489, -2.051)

F_max = 3.92 eV/A
HOMO = -0.33690 Ha
Kohn-Sham gap = 0.3517 Eh
DFT total energy = -417.16222 Eh
Energy above the lowest of the compared OMol25 structures with the same formula, charge and spin = 58.8 kcal/mol

***

No. 2
This record from the OMol25 dataset describes a molecular structure, C21H31CuO3 in a non-equilibrium geometry. The level of theory is wB97M-V/def2-TZVPD.

Element x y z (Å)
C (-2.835, 2.426, 0.980)
H (-1.974, -2.185, 0.645)
C (2.702, 1.167, 1.392)
C (4.712, -0.496, 1.533)
C (-2.833, -0.801, 2.225)
H (-3.834, 1.727, -0.912)
H (-0.414, -1.925, -4.432)
H (-1.105, -2.788, -1.657)
C (4.652, 1.466, -0.119)
C (3.831, 0.459, 0.667)
H (4.753, -2.205, 0.115)
H (4.486, -0.521, 2.605)
H (0.529, 0.776, -2.333)
H (1.989, -1.734, -2.665)
H (3.021, 2.169, 1.717)
H (-2.047, -1.850, -2.868)
H (-1.392, 1.967, -2.018)
O (-3.617, -0.994, -2.040)
C (-3.723, -0.631, -0.897)
H (4.003, 2.139, -0.696)
H (-2.647, 0.652, 3.920)
C (1.131, -1.194, -3.084)
C (-2.186, 0.086, 3.103)
C (-1.600, 1.998, -0.944)
H (-1.108, 3.093, 2.206)
H (5.783, -0.358, 1.333)
H (5.380, 1.011, -0.799)
C (0.575, -0.272, -2.009)
C (4.047, -1.604, 0.701)
O (-0.788, -0.722, -1.673)
H (0.408, -1.131, 1.364)
C (-1.478, 2.707, 1.256)
C (-1.854, -1.316, 1.286)
H (1.840, 1.299, 0.719)
H (1.187, -0.327, -1.095)
H (3.364, -2.245, 1.276)
C (-1.071, -1.965, -2.390)
H (-3.671, 2.577, 1.660)
H (5.208, 2.083, 0.603)
C (-4.912, -0.632, -0.038)
C (-2.920, 1.896, -0.345)
O (3.293, -0.641, -0.112)
C (-0.807, 0.146, 2.760)
H (-0.067, 0.775, 3.251)
H (-3.863, -1.131, 2.296)
C (-0.566, -0.751, 1.688)
Cu (-1.755, 0.089, -0.178)
H (0.305, -3.226, -3.477)
H (-4.876, 0.224, 0.641)
H (-5.821, -0.605, -0.658)
C (-0.001, -2.172, -3.446)
C (-0.707, 2.437, 0.097)
H (-4.902, -1.560, 0.552)
H (2.342, 0.614, 2.271)
H (1.475, -0.616, -3.942)
H (0.356, 2.611, -0.036)

F_max = 3.62 eV/A
Spin multiplicity = 2
HOMO (alpha / beta) = -0.09143 / -0.09458 Ha
Kohn-Sham gap (alpha / beta) = 0.1903 / 0.1934 Eh
Total charge = -1
DFT total energy = -2684.81950 Eh

***

No. 3
This record from the OMol25 dataset describes 2 unconnected molecules or ions with the total composition C2H6NO2 in a non-equilibrium geometry. The level of theory is wB97M-V/def2-TZVPD.

Element x y z (Å)
O (2.029, 1.885, 1.030)
H (-1.229, -2.103, -2.078)
H (-0.658, -0.596, 0.011)
H (-2.940, -1.684, -1.673)
H (-0.134, 1.288, 0.112)
N (0.399, 0.424, 0.053)
H (1.983, -0.119, 1.450)
O (-1.485, -1.258, -0.115)
H (-1.726, -0.427, -1.910)
C (-1.838, -1.427, -1.576)
C (1.432, 0.703, 0.976)

F_max = 5.26 eV/A
HOMO = -0.13735 Ha
Kohn-Sham gap = 0.2936 Eh
Total charge = -1
DFT total energy = -285.02513 Eh
Energy above the lowest of the compared OMol25 structures with the same formula, charge and spin = 53.9 kcal/mol